Record 1
Here is a cluster of 2 separate species, C7H11NO in total from the OMol25 dataset. Energies are from ωB97M-V/def2-TZVPD.

XYZ file:
```
20
Properties=species:S:1:pos:R:3
O -2.18436 0.81294 -0.79677
N -3.87513 -0.22744 0.49840
C 2.54872 -0.49717 0.41281
C -0.65153 -1.23817 1.45785
C -1.76059 -0.86732 1.10128
C 1.68053 0.19560 -0.32718
C 1.10640 -0.34204 -1.60949
C -2.69879 0.12278 0.02513
C 1.20896 1.57045 0.06065
H -4.67751 0.21071 0.04594
H -2.97164 -1.02076 1.35136
H 0.11810 1.59824 0.12429
H 0.01404 -0.34243 -1.57045
H 1.49200 2.29901 -0.70589
H 0.32754 -1.54391 1.74783
H 1.62934 1.89440 1.01342
H 1.38492 0.30231 -2.44957
H 1.45519 -1.35316 -1.82261
H 2.88962 -1.48232 0.11431
H 2.96418 -0.09173 1.32869
```

Computed properties:
E_HOMO (Ha): -0.345
Relative energy (zero: lowest compared OMol25 entry of this formula, charge and spin) (kJ/mol): 538.3
Spin multiplicity: 1

Record 2
Here is a structure of composition C7H11NO in a non-equilibrium geometry from the OMol25 dataset. Energies are from ωB97M-V/def2-TZVPD.

XYZ file:
```
20
Properties=species:S:1:pos:R:3
O -0.87719 0.72041 -1.41059
N -0.41826 -1.41944 1.42343
C -0.20436 0.17362 -0.49345
C 0.76006 0.86241 0.37226
C -1.00981 -0.80277 0.49938
C 1.41097 -0.29501 -1.11673
C 2.17688 -1.32714 -0.80136
C -2.46258 -0.86008 0.14221
C 0.67488 2.33268 0.39760
H -2.56366 -1.27403 -0.86108
H -1.04700 -1.96372 2.01517
H -3.01947 -1.45072 0.87018
H 1.46814 0.18937 -2.08299
H 2.88014 -1.72697 -1.52044
H -0.30907 2.71596 0.10278
H 0.86657 2.75241 1.38240
H -2.88067 0.14529 0.09684
H 1.17704 0.35559 1.23632
H 2.04317 -1.85094 0.13560
H 1.33422 2.72309 -0.38753
```

Computed properties:
E_HOMO (spin up / spin down) (Ha): -0.307 / -0.307
Relative energy (zero: lowest compared OMol25 entry of this formula, charge and spin) (kJ/mol): 450.1
Spin multiplicity: 1

Record 3
Here is the molecule C7H11NO in a non-equilibrium geometry from the OMol25 dataset. Energies are from ωB97M-V/def2-TZVPD.

XYZ file:
```
20
Properties=species:S:1:pos:R:3
O -1.09065 0.78231 -1.25362
N -2.79083 1.03644 1.81919
C -2.14145 1.18369 -0.62878
C 1.81631 -0.05159 0.94483
C -0.25741 -1.38815 1.04494
C -2.46683 1.19470 0.69341
C 0.03932 0.25222 -0.84181
C 0.34079 -0.05228 0.59189
C 1.00243 0.11908 -1.91820
H 1.08088 1.09316 -2.43633
H -0.14853 0.68949 1.23316
H -2.67791 1.68255 -1.44237
H 2.14612 1.04567 0.72513
H -0.51934 -1.55398 2.04775
H 1.99953 -0.26042 1.97404
H 1.74218 -0.52788 -1.56802
H 0.36084 -2.24359 0.80442
H -1.31950 -1.79178 0.57764
H 0.62011 -0.44007 -2.77429
H 2.26394 -0.76953 0.40703
```

Computed properties:
E_HOMO (spin up / spin down) (Ha): -0.267 / -0.282
Relative energy (zero: lowest compared OMol25 entry of this formula, charge and spin) (kJ/mol): 491.8
Spin multiplicity: 1

Record 4
Here is the molecule C7H11NO in a non-equilibrium geometry from the OMol25 dataset. Energies are from ωB97M-V/def2-TZVPD.

XYZ file:
```
20
Properties=species:S:1:pos:R:3
O 0.20529 1.63280 -1.24746
N -2.14729 0.38491 0.76064
C 0.39096 0.86116 -0.15295
C -2.20934 -0.47151 -0.34739
C -1.14332 -1.02167 -0.94234
C -1.10283 1.02918 0.99598
C 0.74621 -1.49486 0.53408
C 0.27636 -0.61510 -0.62311
C 1.73175 1.20154 0.54723
H -1.34550 -1.78260 -1.66619
H -0.34701 1.33798 -1.91900
H 0.72105 -0.54629 -1.62863
H 1.79028 -1.29289 0.82457
H 0.70283 -2.58891 0.09219
H -3.31548 -0.75595 -0.51481
H -0.07874 -1.50182 1.33043
H 1.92244 0.88170 1.64259
H 2.65186 0.86124 0.06370
H 1.74763 2.22025 0.38171
H -1.19714 1.66086 1.86876
```

Computed properties:
E_HOMO (Ha): -0.314
Relative energy (zero: lowest compared OMol25 entry of this formula, charge and spin) (kJ/mol): 341.9
Spin multiplicity: 1
SMILES: C[C@H]1C=CN=C[C@]1(C)O

Record 5
Here is the molecule C7H11NO in a non-equilibrium geometry from the OMol25 dataset. Energies are from ωB97M-V/def2-TZVPD.

XYZ file:
```
20
Properties=species:S:1:pos:R:3
O -0.78450 -0.13636 -1.94931
N 1.49126 1.98188 0.17550
C -0.57051 -2.24529 0.27923
C 1.58887 -0.55703 -1.60429
C -0.24063 0.14990 1.12294
C -0.16019 -0.98215 0.20365
C -1.61935 0.60398 1.48375
C 0.15960 -0.29584 -1.13832
C 0.33563 1.48590 -0.04003
H -2.20362 0.69091 0.55054
H 1.59466 -1.45561 -2.22382
H -2.10785 -0.15026 2.11143
H 1.51885 2.97705 -0.06805
H 1.92844 0.31213 -2.16800
H -0.49002 2.08566 -0.45518
H -0.50393 -2.89829 -0.58526
H -1.61077 1.54127 2.04434
H -1.12651 -2.60967 1.13570
H 0.53064 0.19500 1.88979
H 2.26992 -0.69318 -0.76463
```

Computed properties:
E_HOMO (Ha): -0.337
Relative energy (zero: lowest compared OMol25 entry of this formula, charge and spin) (kJ/mol): 394.9
Spin multiplicity: 1
SMILES: [H]/N=C/[C@@H](C)C(=C)C(C)=O

Record 6
Here is the molecule C7H11NO2 in a non-equilibrium geometry from the OMol25 dataset. Energies are from ωB97M-V/def2-TZVPD.

XYZ file:
```
21
Properties=species:S:1:pos:R:3
O -0.84862 1.56402 -2.09347
O 0.99911 2.61426 -1.75408
N 1.10884 -1.59940 -0.27991
C -0.42066 0.14561 0.73033
C -0.15402 -1.50075 0.45864
C 0.23173 1.78280 -1.28050
C 0.36471 0.99728 -0.11355
C 1.41194 -0.79697 -1.32502
C 0.82211 0.65151 1.21284
C -1.81207 0.18303 1.16958
H 1.65655 0.00361 1.46113
H 2.47929 -0.63966 -1.51217
H -1.96917 1.26079 1.51495
H -0.19980 -2.03098 1.39984
H 0.75965 1.47822 1.90812
H -1.92976 -0.61238 1.91730
H -2.47724 -0.03935 0.32672
H -1.71872 1.28742 -1.68281
H 0.84229 -0.92606 -2.23391
H 1.86594 -2.04107 0.27509
H -1.01211 -1.78191 -0.09912
```

Computed properties:
E_HOMO (spin up / spin down) (Ha): -0.294 / -0.294
Relative energy (zero: lowest compared OMol25 entry of this formula, charge and spin) (kJ/mol): 492.3
Spin multiplicity: 1

Record 7
Here is a cluster of 2 separate species, C7H11NO2 in total from the OMol25 dataset. Energies are from ωB97M-V/def2-TZVPD.

XYZ file:
```
21
Properties=species:S:1:pos:R:3
O -0.32544 -2.36934 -0.89867
O 0.54212 0.55944 1.87543
N 3.19907 -2.63598 -0.62209
C -0.82609 0.98875 0.01811
C 0.83037 -1.57434 -0.85183
C -2.09223 0.80148 -0.78121
C 0.36263 1.55262 -0.21985
C -0.78700 0.40831 1.40758
C 1.22783 1.45668 1.02594
C 2.12837 -2.25728 -0.77956
H 0.78607 -0.88519 -1.70585
H 0.68035 2.12689 -1.08097
H -2.02696 1.12320 -1.82564
H -2.41664 -0.26580 -0.78583
H 0.82836 -1.01423 0.09666
H 2.25003 1.07851 0.85121
H 1.34389 2.46822 1.47025
H -1.52844 0.92051 2.04423
H -2.89967 1.35815 -0.30657
H -0.22394 -3.16611 -0.34912
H -1.05268 -0.67450 1.41779
```

Computed properties:
E_HOMO (Ha): -0.338
Relative energy (zero: lowest compared OMol25 entry of this formula, charge and spin) (kJ/mol): 270.1
Spin multiplicity: 1
SMILES: CC1=CCOC1.N#CCO

Record 8
Here is a structure of composition C7H11NO3 in a non-equilibrium geometry from the OMol25 dataset. Energies are from ωB97M-V/def2-TZVPD.

XYZ file:
```
22
Properties=species:S:1:pos:R:3
O -0.75393 1.13802 -0.06086
O 0.41337 0.67389 2.03641
O -4.28274 -0.35332 -0.29370
N -2.13126 -1.17123 0.47593
C -3.14807 -0.52850 0.14110
C 2.11238 -0.03994 -0.59145
C 1.71123 -1.37444 -0.15253
C -0.63466 2.49575 -0.29817
C 0.12316 -1.52256 -0.17992
C -0.73902 -0.87561 0.73510
C -0.38604 0.44427 1.01655
H 2.24719 0.36621 0.51797
H -0.95139 3.24059 0.38960
H 1.32436 0.60495 -1.28685
H 0.28303 2.55761 -0.72395
H 3.11937 -0.05996 -1.48463
H -0.17310 -1.03119 -1.06695
H 2.37507 -2.17727 -0.58959
H -0.66034 -1.25978 1.92265
H -0.10803 -2.50597 -0.32125
H 1.63842 -1.17528 1.16757
H -1.37898 2.55374 -1.35304
```

Computed properties:
E_HOMO (Ha): -0.369
Relative energy (zero: lowest compared OMol25 entry of this formula, charge and spin) (kJ/mol): 694.9
Spin multiplicity: 1

Record 9
Here is a cluster of 2 separate species, C7H11NO3S in total in a non-equilibrium geometry from the OMol25 dataset. Energies are from ωB97M-V/def2-TZVPD.

XYZ file:
```
23
Properties=species:S:1:pos:R:3
S 0.24426 1.79370 1.73414
O -0.30954 0.38846 1.52109
O 0.06361 -2.06164 0.80743
O 0.03240 0.38261 -1.58873
N 0.48439 -1.78527 -0.53469
C 3.50776 -2.78763 -1.95223
C -0.98598 3.04141 1.74532
C -2.16985 2.83183 1.14541
C 2.66211 -2.84110 -0.90343
C -3.36762 3.81310 0.96439
C 1.15768 -3.04996 -1.12125
C 0.31983 -0.69292 -1.16747
H 0.89768 -3.98705 -0.72761
H -2.30596 1.75994 0.72702
H -3.02408 4.82651 1.29302
H -0.72285 3.90777 2.20633
H -0.30409 -1.22903 1.16929
H 4.51022 -2.69657 -1.77012
H -4.12374 3.36501 1.61510
H 2.98470 -2.85116 0.10975
H 0.97305 -3.03605 -2.23954
H -3.77720 3.78610 -0.02921
H 3.25322 -2.87806 -3.00398
```

Computed properties:
E_HOMO (spin up / spin down) (Ha): -0.320 / -0.223
Relative energy (zero: lowest compared OMol25 entry of this formula, charge and spin) (kJ/mol): 773.6
Spin multiplicity: 1

Record 10
Here is the molecule C7H11NOS in a non-equilibrium geometry from the OMol25 dataset. Energies are from ωB97M-V/def2-TZVPD.

XYZ file:
```
21
Properties=species:S:1:pos:R:3
S 0.42398 0.98995 -1.46345
O 1.74274 0.91559 -2.03410
N 0.62435 0.79607 0.16743
C -2.34647 0.80244 -2.98933
C 1.57340 -0.28475 0.56846
C -1.70236 -0.45727 -2.49372
C -0.56182 -0.50863 -1.82426
C 0.85034 -0.17807 2.90644
C 0.97471 -0.52428 4.19834
C 1.59290 -0.69497 1.81396
H 0.13083 0.59497 2.56349
H 0.43447 -0.03455 5.00719
H -0.13371 -1.37822 -1.41704
H -1.73472 1.78070 -2.78705
H 2.12831 -0.36898 -0.31079
H -2.55918 0.74663 -4.03028
H -0.10236 0.96409 0.81818
H 2.35419 -1.37850 2.17197
H 1.71339 -1.34962 4.46389
H -3.30909 1.00966 -2.54011
H -2.09391 -1.44226 -2.78922
```

Computed properties:
E_HOMO (Ha): -0.304
Relative energy (zero: lowest compared OMol25 entry of this formula, charge and spin) (kJ/mol): 300.1
Spin multiplicity: 1

> Look up the relative energy (zero: lowest compared OMol25 entry of this formula, charge and spin) of the fourth one.

341.9 kJ/mol

Repeat the seventh record exactly.
Here is a cluster of 2 separate species, C7H11NO2 in total from the OMol25 dataset. Energies are from ωB97M-V/def2-TZVPD.

XYZ file:
```
21
Properties=species:S:1:pos:R:3
O -0.32544 -2.36934 -0.89867
O 0.54212 0.55944 1.87543
N 3.19907 -2.63598 -0.62209
C -0.82609 0.98875 0.01811
C 0.83037 -1.57434 -0.85183
C -2.09223 0.80148 -0.78121
C 0.36263 1.55262 -0.21985
C -0.78700 0.40831 1.40758
C 1.22783 1.45668 1.02594
C 2.12837 -2.25728 -0.77956
H 0.78607 -0.88519 -1.70585
H 0.68035 2.12689 -1.08097
H -2.02696 1.12320 -1.82564
H -2.41664 -0.26580 -0.78583
H 0.82836 -1.01423 0.09666
H 2.25003 1.07851 0.85121
H 1.34389 2.46822 1.47025
H -1.52844 0.92051 2.04423
H -2.89967 1.35815 -0.30657
H -0.22394 -3.16611 -0.34912
H -1.05268 -0.67450 1.41779
```

Computed properties:
E_HOMO (Ha): -0.338
Relative energy (zero: lowest compared OMol25 entry of this formula, charge and spin) (kJ/mol): 270.1
Spin multiplicity: 1
SMILES: CC1=CCOC1.N#CCO